Record 1
Molecular formula: C14H35N7O7Tl
Method: DFT, ωB97M-V/def2-TZVPD

The geometry in XYZ format:
```
64
Properties=species:S:1:pos:R:3
Tl -0.888 -0.058 -0.242
O 1.220 0.403 1.637
C 2.068 0.434 2.530
N 1.799 0.146 3.813
C 3.489 0.823 2.192
H 0.843 -0.006 4.089
H 2.535 0.112 4.498
H 3.782 1.632 2.861
H 3.482 1.162 1.157
H 4.195 -0.004 2.242
O -2.621 2.140 -0.597
C -2.907 3.341 -0.398
N -3.413 3.692 0.783
C -2.797 4.434 -1.453
H -3.543 4.672 0.973
H -3.654 2.942 1.411
H -3.595 4.371 -2.186
H -1.809 4.404 -1.907
H -2.839 5.392 -0.934
O 1.800 0.079 -1.313
C 2.818 -0.402 -1.870
N 2.987 -0.188 -3.169
C 3.816 -1.218 -1.092
H 2.297 0.262 -3.749
H 3.685 -0.726 -3.666
H 4.294 -1.962 -1.727
H 3.249 -1.714 -0.309
H 4.556 -0.578 -0.615
O 0.145 2.532 -0.201
C 1.131 3.238 0.060
N 1.984 3.668 -0.868
C 1.368 3.787 1.460
H 1.865 3.164 -1.739
H 2.652 4.402 -0.714
H 0.479 3.582 2.051
H 1.448 4.871 1.350
H 2.283 3.444 1.931
O -2.789 -0.553 -2.136
C -3.520 -0.700 -3.145
N -3.772 -1.922 -3.586
C -4.156 0.497 -3.801
H -4.263 -2.078 -4.451
H -3.451 -2.678 -3.005
H -5.112 0.237 -4.253
H -3.495 0.845 -4.600
H -4.281 1.342 -3.132
O -0.799 -1.774 2.004
C -1.307 -2.374 2.976
N -0.496 -2.826 3.941
C -2.729 -2.817 2.949
H -0.816 -3.054 4.872
H 0.474 -2.544 3.902
H -2.964 -3.638 3.621
H -3.029 -3.085 1.938
H -3.339 -1.945 3.207
O 0.844 -2.408 -0.158
C 1.051 -3.639 -0.213
N 0.714 -4.444 0.785
C 1.821 -4.204 -1.376
H 0.243 -4.029 1.572
H 0.895 -5.435 0.769
H 1.318 -5.097 -1.750
H 2.826 -4.483 -1.054
H 1.926 -3.466 -2.164
```

The max |F| comes out at 1.68 eV Å⁻¹. The calculation puts the HOMO energy at -0.6459 Eh. The orbital gap comes out at 3.8 eV. Its lowest unoccupied orbital energy is -13.78 eV. As for the molecular weight: 617.9 g mol⁻¹. The charge is +3.


Record 2
Molecular formula: C10H16
Method: DFT, ωB97M-V/def2-TZVPD

The geometry in XYZ format:
```
26
Properties=species:S:1:pos:R:3
C 2.276 2.653 -1.199
C 1.657 1.293 -1.032
C 0.365 1.025 -1.415
C -0.109 -0.291 -1.556
C 0.719 -1.325 -1.185
C 2.004 -1.077 -0.720
C 2.480 0.217 -0.641
H 1.521 3.436 -1.246
H 2.733 2.592 -2.194
H 3.042 2.940 -0.485
H -0.299 1.810 -1.761
H -1.074 -0.517 -1.983
H 0.464 -2.372 -1.311
H 2.569 -1.883 -0.268
H 3.449 0.490 -0.242
C -3.129 -1.102 1.016
C -2.033 -0.232 1.646
C -0.782 -0.969 2.094
H -2.827 -1.445 0.023
H -4.056 -0.554 0.870
H -3.275 -1.966 1.660
H -1.822 0.620 1.000
H -2.478 0.271 2.519
H -1.003 -1.967 2.475
H -0.263 -1.224 1.171
H -0.130 -0.424 2.764
```

As for the SMILES: Cc1ccccc1.CCC. The max |F| comes out at 1.66 eV Å⁻¹. The calculation puts the HOMO energy at -0.3314 Eh. The orbital gap comes out at 10.0 eV. Its energy above the lowest of the compared OMol25 structures with the same formula, charge and spin is 0.460 eV. Its lowest unoccupied orbital energy is 1.03 eV. As for the molecular weight: 136.2 g mol⁻¹.


Record 3
Molecular formula: C45H67IIrN2OP2Si
Method: DFT, ωB97M-V/def2-TZVPD

The geometry in XYZ format:
```
120
Properties=species:S:1:pos:R:3
Ir -0.313 0.543 -0.273
C -0.830 2.435 2.902
Si -0.568 0.711 2.205
C 0.982 0.108 3.054
C 1.045 -0.164 4.419
C 2.266 -0.327 5.050
C 3.441 -0.166 4.327
C 3.400 0.088 2.968
C 2.164 0.179 2.313
P 1.933 0.399 0.526
C 2.768 -0.946 -0.438
C 4.078 -1.457 0.234
C 5.158 -1.836 -0.783
C 4.588 -2.620 -1.952
C 3.490 -1.816 -2.678
C 3.042 -0.570 -1.902
C 2.656 2.000 -0.006
C 1.965 3.178 0.682
C 2.509 4.510 0.168
C 4.020 4.594 0.353
C 4.716 3.408 -0.303
C 4.176 2.080 0.230
C -2.029 -0.265 2.830
C -2.567 -0.180 4.116
C -3.657 -0.957 4.470
C -4.236 -1.816 3.541
C -3.729 -1.896 2.255
C -2.620 -1.118 1.910
P -1.858 -1.140 0.275
C -0.978 -2.736 0.130
C -1.943 -3.938 0.005
C -1.237 -5.250 0.394
C 0.249 -5.182 0.068
C 0.933 -4.134 0.958
C -0.010 -2.965 1.298
C -3.337 -1.089 -0.825
C -4.098 0.222 -0.608
C -5.441 0.206 -1.335
C -5.250 -0.069 -2.820
C -4.523 -1.392 -3.020
C -3.169 -1.395 -2.308
H -0.666 2.337 3.980
H -1.856 2.777 2.761
H -0.143 3.198 2.546
H 0.133 -0.244 4.998
H 2.308 -0.551 6.107
H 4.399 -0.245 4.824
H 4.337 0.221 2.455
H 2.041 -1.766 -0.417
H 3.836 -2.314 0.865
H 4.507 -0.710 0.890
H 5.931 -2.406 -0.267
H 5.652 -0.933 -1.153
H 4.181 -3.566 -1.586
H 5.386 -2.884 -2.646
H 2.629 -2.463 -2.840
H 3.825 -1.502 -3.667
H 2.176 -0.115 -2.383
H 3.833 0.182 -1.934
H 2.464 2.043 -1.087
H 2.135 3.105 1.762
H 0.885 3.111 0.531
H 2.017 5.336 0.688
H 2.267 4.612 -0.896
H 4.252 4.604 1.423
H 4.401 5.530 -0.056
H 5.791 3.453 -0.129
H 4.574 3.444 -1.389
H 4.375 2.022 1.303
H 4.697 1.249 -0.245
H -2.148 0.505 4.843
H -4.071 -0.889 5.467
H -5.094 -2.413 3.817
H -4.217 -2.550 1.545
H -0.393 -2.661 -0.785
H -2.312 -4.002 -1.020
H -2.813 -3.802 0.649
H -1.718 -6.081 -0.120
H -1.362 -5.435 1.463
H 0.377 -4.930 -0.990
H 0.721 -6.155 0.203
H 1.832 -3.756 0.463
H 1.270 -4.595 1.888
H 0.573 -2.069 1.528
H -0.589 -3.185 2.198
H -3.913 -1.910 -0.375
H -3.482 1.041 -0.996
H -4.253 0.398 0.460
H -5.954 1.157 -1.175
H -6.078 -0.568 -0.894
H -4.654 0.739 -3.262
H -6.209 -0.073 -3.339
H -4.366 -1.596 -4.080
H -5.139 -2.212 -2.634
H -2.522 -0.647 -2.768
H -2.704 -2.373 -2.435
C 0.090 -1.502 -3.093
C -0.226 -0.059 -3.296
C -0.541 0.550 -4.464
C -0.713 1.951 -4.198
C -0.493 2.154 -2.883
C -0.226 3.470 -2.237
N -0.241 0.897 -2.250
H 0.643 -1.871 -3.955
H -0.791 -2.130 -2.981
H 0.726 -1.646 -2.222
H -0.618 0.061 -5.424
H -0.893 2.725 -4.928
H -1.010 4.189 -2.472
H 0.717 3.879 -2.611
H -0.140 3.387 -1.161
N -1.613 4.627 0.516
C -2.252 3.484 0.259
O -1.649 2.415 0.082
C -3.748 3.565 0.196
I -4.303 4.063 -1.806
H -0.607 4.661 0.507
H -2.115 5.496 0.596
H -4.145 4.330 0.856
H -4.185 2.604 0.441
```

Its multiplicity is 2. The max |F| comes out at 0.44 eV Å⁻¹. The calculation puts the HOMO energy (spin up / spin down) at -0.4682 / -0.4680 Eh. The orbital gap (spin up / spin down) comes out at 5.5 / 5.4 eV. Its energy above the lowest of the compared OMol25 structures with the same formula, charge and spin is 0.000 eV. Its lowest unoccupied orbital energy (spin up / spin down) is -7.24 / -7.34 eV. As for the molecular weight: 1061.2 g mol⁻¹. As for the expectation value of S²: 0.756. The charge is +2.


Record 4
Molecular formula: C5H13NO2
Method: DFT, ωB97M-V/def2-TZVPD

The geometry in XYZ format:
```
21
Properties=species:S:1:pos:R:3
C -0.586 2.462 -2.192
C -0.410 1.679 -1.136
C 0.428 0.460 -1.073
C 1.316 0.408 0.193
N 1.336 -0.844 0.918
C 0.110 -1.187 1.636
O 0.102 -0.539 2.886
H -1.364 3.213 -2.234
H 0.033 2.345 -3.075
H -0.988 1.933 -0.250
H 0.899 0.056 -1.971
H -0.251 -0.370 -0.946
H 0.882 1.115 0.889
H 2.327 0.706 -0.059
H 1.771 -1.676 0.565
H -0.754 -0.951 1.014
H 0.145 -2.279 1.727
H 1.045 -0.430 3.072
O -1.807 -1.724 -1.204
H -2.678 -1.780 -0.779
H -2.095 -1.676 -2.126
```

As for the SMILES: C=CCCNCO.O. The max |F| comes out at 1.69 eV Å⁻¹. The calculation puts the HOMO energy at -0.3203 Eh. The orbital gap comes out at 9.3 eV. Its energy above the lowest of the compared OMol25 structures with the same formula, charge and spin is 2.514 eV. Its lowest unoccupied orbital energy is 0.58 eV. As for the molecular weight: 119.2 g mol⁻¹.


Record 5
Molecular formula: C26H55F21NO12
Method: DFT, ωB97M-V/def2-TZVPD

The geometry in XYZ format:
```
115
Properties=species:S:1:pos:R:3
F -0.147 -3.948 0.618
C 0.768 -4.515 -0.399
F 0.242 -5.894 -0.720
C 0.890 -3.658 -1.789
F 0.647 -4.617 -2.930
F 2.321 -3.224 -1.955
C -0.197 -2.445 -1.965
F -0.134 -1.412 -0.864
F 0.226 -1.690 -3.204
C -1.740 -2.922 -2.239
F -1.932 -2.884 -3.735
F -2.058 -4.306 -1.817
C -2.833 -1.803 -1.651
O -4.190 -2.056 -2.209
C -4.755 -0.789 -2.772
C -5.111 0.321 -1.583
N -4.519 1.652 -2.008
C -3.740 2.313 -0.892
C -2.564 3.362 -1.425
C -1.260 2.558 -2.095
F -0.873 1.530 -1.098
F -1.818 1.923 -3.347
C -0.116 3.695 -2.396
F 0.148 4.529 -1.170
F -0.740 4.656 -3.381
C 1.245 3.134 -3.119
F 1.661 4.203 -4.101
F 1.066 1.897 -3.915
C 2.524 2.911 -2.118
F 3.045 4.222 -1.575
F 1.986 2.188 -0.906
C 3.816 2.162 -2.800
F 3.949 2.359 -4.265
F 5.038 2.809 -2.190
C 3.942 0.561 -2.463
F 5.182 0.084 -3.181
F 4.226 0.288 -1.005
F 2.828 -0.273 -3.000
H 1.839 -4.681 0.046
H -2.808 -1.869 -0.476
H -2.448 -0.761 -2.070
H -5.765 -1.038 -3.328
H -4.038 -0.335 -3.611
H -6.287 0.484 -1.460
H -4.738 -0.067 -0.538
H -4.519 3.002 -0.307
H -3.334 1.550 -0.085
H -3.065 3.992 -2.297
H -2.267 4.010 -0.492
C 2.466 -3.007 3.413
O 2.011 -4.161 2.731
H 3.558 -3.027 3.456
H 2.141 -2.113 2.876
H 2.064 -3.001 4.429
H 1.040 -4.116 2.709
C 3.334 -7.253 -0.816
O 3.794 -5.915 -0.834
H 3.428 -7.648 0.198
H 2.285 -7.283 -1.121
H 3.939 -7.857 -1.497
H 3.699 -5.592 -1.746
C -6.475 -0.095 2.291
O -6.261 0.335 0.960
H -6.103 -1.116 2.399
H -5.936 0.561 2.979
H -7.545 -0.074 2.514
H -6.601 1.244 0.895
C 7.636 -1.620 -1.827
O 7.895 -2.935 -1.372
H 8.536 -1.224 -2.303
H 6.821 -1.639 -2.555
H 7.366 -0.986 -0.979
H 7.079 -3.259 -0.955
C 1.928 7.046 -5.335
O 2.750 8.044 -4.758
H 1.513 7.426 -6.272
H 2.525 6.154 -5.538
H 1.112 6.803 -4.650
H 3.104 7.679 -3.929
C -7.072 -2.998 4.409
O -6.250 -2.000 4.986
H -7.487 -2.619 3.473
H -6.475 -3.891 4.206
H -7.888 -3.241 5.095
H -5.896 -2.366 5.815
C -4.734 6.383 -3.951
O -3.831 5.315 -3.731
H -5.166 6.685 -2.994
H -4.199 7.228 -4.390
H -5.532 6.054 -4.621
H -3.464 5.068 -4.597
C -1.892 0.219 2.608
O -2.872 1.165 2.218
H -1.911 -0.620 1.909
H -0.905 0.687 2.587
H -2.115 -0.143 3.614
H -2.832 1.897 2.856
C 1.067 1.543 5.169
O 0.089 2.371 4.567
H 0.774 0.498 5.042
H 2.033 1.709 4.686
H 1.135 1.773 6.235
H 0.376 3.291 4.695
C 4.028 -5.255 5.666
O 3.436 -4.070 6.166
H 3.998 -5.233 4.574
H 5.067 -5.313 5.999
H 3.469 -6.122 6.027
H 3.477 -4.117 7.136
C 4.827 2.591 4.396
O 4.465 1.225 4.317
H 4.431 3.011 5.324
H 5.916 2.681 4.395
H 4.405 3.131 3.545
H 4.830 0.880 3.485
```

The max |F| comes out at 5.76 eV Å⁻¹. The calculation puts the HOMO energy at -0.0607 Eh. The orbital gap comes out at 3.0 eV. Its lowest unoccupied orbital energy is 1.38 eV. As for the molecular weight: 972.7 g mol⁻¹. The charge is -1.


Record 6
Molecular formula: C7H14N2
Method: DFT, ωB97M-V/def2-TZVPD

The geometry in XYZ format:
```
23
Properties=species:S:1:pos:R:3
C 1.674 1.388 0.149
C 0.618 0.549 0.478
C 0.693 -0.944 0.270
C 0.575 -1.685 1.450
C 1.755 -1.473 -0.696
H 1.544 2.454 0.027
H 2.642 1.016 -0.151
H 0.133 0.768 1.433
H 0.770 -2.748 1.505
H 0.058 -1.247 2.290
H 1.723 -2.563 -0.707
H 2.763 -1.228 -0.360
H 1.641 -1.109 -1.716
C -1.147 -0.664 -0.689
C -1.336 0.676 -0.188
N -1.388 1.745 -1.141
N -2.336 0.859 0.825
H -1.022 -0.781 -1.759
H -1.806 -1.415 -0.277
H -1.381 2.668 -0.722
H -0.824 1.584 -1.964
H -3.233 0.508 0.513
H -2.117 1.643 1.429
```

As for the SMILES: C=CC(=C)C.C=C(N)N. The max |F| comes out at 3.53 eV Å⁻¹. The calculation puts the HOMO energy (spin up / spin down) at -0.2373 / -0.2563 Eh. The orbital gap (spin up / spin down) comes out at 6.5 / 7.2 eV. Its energy above the lowest of the compared OMol25 structures with the same formula, charge and spin is 6.043 eV. Its lowest unoccupied orbital energy (spin up / spin down) is 0.03 / 0.22 eV. As for the molecular weight: 126.2 g mol⁻¹.


Record 7
Molecular formula: C5H13N2
Method: DFT, ωB97M-V/def2-TZVPD

The geometry in XYZ format:
```
20
Properties=species:S:1:pos:R:3
N 1.922 -0.747 -0.541
C 2.128 0.298 0.411
C 1.008 0.705 1.128
C -0.141 1.518 0.551
C -1.514 0.818 0.345
C -1.425 -0.171 -0.811
N -0.861 -1.551 -0.542
H 2.502 -0.743 -1.376
H 2.060 -1.632 -0.070
H 3.142 0.689 0.370
H 0.768 0.336 2.125
H 0.038 2.151 -0.312
H -0.348 2.117 1.442
H -1.689 0.216 1.249
H -2.370 1.482 0.263
H -2.321 -0.378 -1.394
H -0.764 0.274 -1.560
H -1.077 -2.202 -1.286
H -1.220 -1.821 0.376
H 0.161 -1.360 -0.367
```

As for the SMILES: N/C=C\CCC[NH3+]. The max |F| comes out at 2.66 eV Å⁻¹. The calculation puts the HOMO energy at -0.4153 Eh. The orbital gap comes out at 7.3 eV. Its energy above the lowest of the compared OMol25 structures with the same formula, charge and spin is 4.886 eV. Its lowest unoccupied orbital energy is -3.96 eV. As for the molecular weight: 101.2 g mol⁻¹. The charge is +1.


Record 8
Molecular formula: C29H26IO6
Method: DFT, ωB97M-V/def2-TZVPD

The geometry in XYZ format:
```
62
Properties=species:S:1:pos:R:3
C 6.816 2.611 0.795
C 5.590 2.446 -0.121
C 4.958 1.167 0.361
C 5.817 0.647 1.370
O 6.901 1.420 1.656
C 5.530 -0.551 2.035
C 4.375 -1.214 1.697
C 3.435 -0.731 0.730
C 2.200 -1.356 0.387
C 1.596 -2.554 0.871
C 0.319 -2.942 0.324
C -0.339 -4.073 0.780
C 0.252 -4.850 1.816
O -0.509 -5.890 2.257
C -1.766 -5.857 1.491
C -1.664 -4.715 0.463
C 1.502 -4.530 2.356
C 2.149 -3.421 1.867
C 3.786 0.495 0.057
H 7.765 2.680 0.249
H 6.731 3.482 1.458
H 4.926 3.314 -0.032
H 5.918 2.387 -1.167
H 6.229 -0.902 2.790
H 4.186 -2.146 2.201
H 1.624 -0.833 -0.379
H -0.119 -2.334 -0.470
H -1.889 -6.847 1.033
H -2.578 -5.703 2.214
H -2.511 -4.026 0.565
H -1.698 -5.131 -0.553
H 1.908 -5.171 3.136
H 3.122 -3.208 2.272
H 3.107 0.891 -0.701
C -2.470 3.557 -3.639
C -1.255 3.680 -2.733
C -0.321 4.823 -3.152
O -1.655 3.970 -1.379
C -2.182 2.950 -0.617
O -2.929 3.222 0.305
C -1.736 1.619 -0.972
I -2.010 0.117 0.412
C -4.146 0.246 0.489
C -4.754 0.558 1.704
C -6.154 0.563 1.784
C -6.916 0.294 0.638
C -6.290 0.060 -0.593
C -4.889 0.042 -0.669
C -0.745 1.399 -1.988
O -0.136 0.354 -2.160
O -0.457 2.471 -2.794
H -3.131 2.746 -3.312
H -3.021 4.505 -3.630
H -2.130 3.364 -4.662
H 0.522 4.857 -2.455
H 0.051 4.648 -4.164
H -0.857 5.776 -3.115
H -4.143 0.800 2.571
H -6.644 0.782 2.737
H -8.005 0.276 0.704
H -6.882 -0.107 -1.496
H -4.388 -0.127 -1.621
```

The max |F| comes out at 2.04 eV Å⁻¹. The calculation puts the HOMO energy at -0.3906 Eh. The orbital gap comes out at 5.6 eV. Its lowest unoccupied orbital energy is -4.98 eV. As for the molecular weight: 597.4 g mol⁻¹. The charge is +1.